1.
{"formula": "C15H28F8Na3O17P2", "method": "ωB97M-V/def2-TZVPD", "orbital_gap_ha": 0.3537, "fmax_ev_per_a": 2.56, "total_charge": 1, "energy_ev": -104392.8403, "lumo_ha": -0.1254, "species": ["Na", "Na", "Na", "P", "F", "F", "F", "F", "F", "F", "O", "P", "O", "F", "F", "C", "C", "O", "C", "O", "O", "H", "H", "H", "H", "C", "O", "C", "O", "O", "C", "H", "H", "H", "H", "H", "H", "C", "O", "C", "O", "O", "C", "H", "H", "H", "H", "H", "H", "C", "O", "C", "O", "O", "C", "H", "H", "H", "H", "H", "H", "C", "O", "C", "O", "O", "C", "H", "H", "H", "H", "H", "H"], "positions_angstrom": [[0.500987, 3.625911, -1.508704], [-4.217280, 2.026315, 1.172585], [-0.769864, -3.281249, 0.612051], [-3.127233, 3.621419, -1.723020], [-4.480626, 3.707750, -0.797246], [-4.040770, 3.553793, -3.054229], [-3.169077, 5.256068, -1.807079], [-1.781841, 3.552710, -2.592527], [-2.209889, 3.727295, -0.364356], [-3.161338, 2.009731, -1.527616], [-2.156277, 0.959876, 0.956469], [-0.708134, 0.765791, 0.720133], [0.056218, 1.452536, -0.350294], [-0.491766, -0.819893, 0.441659], [-0.015051, 1.128066, 2.118296], [-3.615372, -1.329644, -0.228304], [-3.613896, -1.760246, 1.232335], [-3.854453, -3.177526, 1.115936], [-4.368082, -3.483434, -0.087375], [-4.743401, -4.547892, -0.445131], [-4.302789, -2.397074, -0.905625], [-2.635277, -1.129992, -0.646392], [-4.293491, -0.493967, -0.394062], [-4.478387, -1.333144, 1.740380], [-2.689820, -1.618319, 1.783699], [2.991352, 0.813686, 3.077167], [3.927964, -0.214817, 3.336416], [5.100880, -0.167353, 2.654096], [5.437925, 0.733733, 1.947874], [5.820072, -1.249966, 2.953456], [5.137110, -2.501475, 2.952262], [3.212919, 1.815979, 3.449407], [1.993188, 0.580673, 3.436373], [2.890400, 1.006424, 2.005361], [4.371725, -2.588717, 3.720858], [5.882364, -3.273378, 3.130891], [4.720364, -2.705664, 1.965769], [0.925599, 4.378498, 2.061990], [0.158508, 5.546318, 2.061247], [-0.112370, 6.159855, 0.917912], [0.432082, 5.880700, -0.134256], [-0.922752, 7.159742, 1.149560], [-1.355054, 7.954891, 0.020751], [1.770129, 4.305613, 1.378991], [0.357928, 3.451461, 1.929582], [1.238501, 4.238266, 3.097981], [-1.827091, 8.838638, 0.439844], [-2.077883, 7.430325, -0.599119], [-0.434424, 8.241516, -0.483276], [-1.805875, -0.374632, -3.153808], [-1.268995, -1.512041, -3.797182], [-1.054658, -2.612941, -3.105194], [-1.569911, -2.910130, -2.030823], [-0.379332, -3.456044, -3.836077], [-0.264501, -4.814235, -3.392088], [-2.864906, -0.548463, -2.957675], [-1.724655, 0.527639, -3.755884], [-1.270925, -0.128514, -2.232891], [0.114330, -4.949560, -2.381112], [0.448823, -5.301530, -4.050830], [-1.246474, -5.273931, -3.481405], [2.750221, -1.407109, 0.079355], [3.345957, -2.687075, 0.057525], [2.641853, -3.720308, -0.358695], [1.441806, -3.706001, -0.466540], [3.466018, -4.772150, -0.464611], [2.789458, -6.012699, -0.685186], [1.783419, -1.464629, 0.588750], [2.362597, -1.001287, -0.859083], [3.333962, -0.638632, 0.572872], [1.768694, -5.966029, -0.301392], [3.291414, -6.837799, -0.189247], [2.639155, -6.281726, -1.731501]], "forces_ev_per_angstrom": [[-0.679, 0.041, 0.449], [0.645, 0.329, -0.707], [0.154, 0.077, -0.845], [-1.655, 1.719, -0.223], [0.002, -0.486, 0.575], [0.659, -0.455, 0.669], [0.554, -0.873, 0.054], [0.682, -0.199, -0.210], [-0.013, -0.033, -0.001], [0.102, 0.027, -0.309], [-0.120, -0.498, 0.250], [-0.208, 1.783, -0.544], [-0.046, -0.244, 0.428], [0.172, 0.455, 1.008], [-0.136, -1.278, -0.954], [-0.998, 0.410, -0.331], [-0.685, -0.626, -0.570], [0.560, -0.195, 1.024], [0.204, 0.258, -1.694], [-0.078, -0.053, 0.501], [0.373, -0.231, 0.695], [-0.117, -0.243, -0.193], [0.513, 0.424, 0.055], [0.244, 0.056, 0.385], [-0.092, 0.249, 0.029], [-0.587, 1.138, -1.065], [-0.376, 0.169, 0.092], [-0.547, 0.034, 0.696], [0.091, -0.108, -0.046], [0.310, 0.192, -0.443], [0.045, -0.767, -0.008], [0.693, -0.313, 0.536], [0.280, -0.649, 0.304], [0.090, -0.338, -0.119], [0.003, 0.268, 0.022], [0.159, 0.208, 0.096], [-0.101, 0.156, 0.052], [0.354, -1.747, 0.870], [-0.679, 0.319, 0.210], [0.940, 0.091, -0.264], [-0.430, -0.475, -0.478], [-0.691, -0.200, 0.198], [0.624, 0.239, 0.248], [0.048, 0.705, 0.013], [-0.584, 0.444, -0.546], [0.472, 0.439, -0.126], [0.048, -0.084, 0.150], [0.266, -0.248, -0.071], [-0.343, 0.058, -0.519], [-0.721, 0.551, 0.975], [1.089, 0.133, -0.463], [-1.823, -0.706, 0.513], [0.786, 0.705, 0.344], [1.130, -0.204, -0.393], [-0.213, -0.347, -0.073], [0.072, 0.086, 0.148], [0.157, -0.457, -0.568], [-0.062, -0.311, 0.063], [-0.120, 0.544, 0.139], [-0.152, 0.175, -0.255], [0.044, -0.154, 0.046], [-2.443, 0.724, 0.246], [1.220, 0.383, -0.663], [1.166, -0.073, 1.131], [-1.201, -0.252, -0.305], [-0.916, 0.349, -0.307], [-1.143, -0.810, -0.071], [0.281, -0.140, 0.613], [0.896, -0.465, -0.604], [0.645, -0.544, -0.032], [0.173, 0.089, 0.278], [0.430, 0.353, 0.078], [0.581, 0.430, -0.185]], "lowdin_charge": [0.653, 0.714, 0.657, 0.203, -0.177, -0.127, -0.154, -0.141, -0.175, -0.157, -0.302, 0.290, -0.284, -0.156, -0.127, -0.140, -0.098, 0.050, -0.572, 0.192, 0.067, 0.072, 0.128, 0.136, 0.113, -0.066, -0.019, -0.605, 0.164, 0.018, -0.030, 0.101, 0.081, 0.077, 0.096, 0.102, 0.080, -0.052, 0.036, -0.602, 0.088, 0.034, 0.015, 0.101, 0.070, 0.105, 0.100, 0.093, 0.101, -0.023, 0.048, -0.586, 0.092, 0.042, -0.007, 0.105, 0.106, 0.077, 0.069, 0.102, 0.110, -0.016, 0.028, -0.572, 0.085, 0.050, -0.024, 0.070, 0.114, 0.086, 0.086, 0.104, 0.101]}



2.
{"formula": "C15H28N4O5S", "method": "ωB97M-V/def2-TZVPD", "orbital_gap_ha": 0.2832, "smiles": "CCOCN(N=C=S)C(=O)OCCCCN(C)C(C)=O.CN(C)C=O", "fmax_ev_per_a": 5.75, "total_charge": 0, "energy_ev": -43035.8047, "lumo_ha": -0.0470, "species": ["C", "C", "O", "C", "N", "N", "C", "S", "C", "O", "O", "C", "C", "C", "C", "N", "C", "C", "C", "O", "H", "H", "H", "H", "H", "H", "H", "H", "H", "H", "H", "H", "H", "H", "H", "H", "H", "H", "H", "H", "H", "C", "O", "N", "C", "C", "H", "H", "H", "H", "H", "H", "H"], "positions_angstrom": [[4.676747, 0.815582, 1.413087], [3.658155, 1.753855, 0.578180], [2.916136, 0.955687, -0.401110], [2.374993, 1.913641, -1.335636], [1.056073, 1.390950, -1.793663], [0.557908, 2.071769, -2.913109], [-0.179302, 3.047764, -2.414618], [-0.819427, 4.386658, -1.649553], [1.057029, -0.074384, -1.972792], [1.831732, -0.640205, -2.790758], [0.198481, -0.918957, -1.211401], [-0.713619, -0.138362, -0.382059], [-1.876984, -1.059848, 0.284519], [-2.663574, -0.154663, 1.391858], [-4.245965, -0.058626, 1.133522], [-4.696680, 1.123157, 0.339529], [-3.914987, 1.323811, -0.914633], [-4.811582, 2.345341, 1.149037], [-3.719088, 3.500175, 1.279711], [-5.904932, 2.508092, 1.771933], [4.847788, -0.174284, 0.877436], [5.684196, 1.371227, 1.415765], [4.326730, 0.674928, 2.486370], [4.234038, 2.613195, 0.063671], [2.911248, 2.259202, 1.299792], [3.087792, 2.180996, -2.199670], [2.150297, 2.876797, -0.734718], [-1.260285, 0.584321, -1.080053], [-0.208863, 0.397755, 0.494959], [-2.597855, -1.421544, -0.542106], [-1.377141, -1.978171, 0.741265], [-2.536750, -0.743402, 2.379574], [-2.148110, 0.849197, 1.562336], [-4.665504, -1.022813, 0.679050], [-4.743606, 0.043839, 2.171413], [-3.661050, 0.295705, -1.366319], [-2.940883, 1.912094, -0.781132], [-4.564177, 1.943763, -1.633230], [-4.251611, 4.461829, 1.591439], [-3.183234, 3.719883, 0.287104], [-2.918910, 3.253348, 2.053172], [1.421886, -3.065590, 0.509698], [0.881982, -3.236159, 1.591813], [2.323492, -3.913780, -0.062253], [2.923710, -3.643638, -1.353754], [2.693213, -5.124424, 0.644458], [1.209679, -2.177617, -0.107192], [2.676195, -4.458411, -2.039485], [4.009164, -3.582839, -1.236869], [2.555860, -2.703860, -1.768426], [1.797839, -5.727623, 0.814495], [3.123503, -4.856779, 1.612773], [3.418253, -5.698599, 0.066582]], "forces_ev_per_angstrom": [[0.194, 0.970, -0.652], [0.560, -0.151, 1.149], [0.295, 2.120, -0.383], [-0.070, 0.742, 0.668], [0.839, -2.303, 1.976], [-3.649, 4.291, 1.141], [1.616, 0.105, 0.294], [1.489, -3.687, -2.345], [2.388, -3.286, -2.738], [-3.038, 2.277, 3.216], [0.964, 3.663, -0.947], [-2.375, -0.013, 0.846], [0.733, 0.575, -0.681], [0.176, -1.831, 0.264], [-0.072, 0.108, 1.480], [1.619, 1.004, 0.248], [0.042, 0.199, -0.685], [-3.521, 0.575, 1.739], [0.034, 0.203, -0.798], [4.127, -0.604, -1.889], [-0.432, 1.281, 0.778], [-1.457, -0.949, 0.213], [0.447, 0.008, -1.529], [-0.796, -1.500, 0.574], [0.995, -0.783, -1.104], [-0.943, -0.728, 1.088], [0.200, -1.269, -1.191], [0.966, -0.706, 1.237], [-0.292, -0.713, -1.558], [1.140, 0.553, 1.326], [-0.740, 1.275, -0.418], [-0.231, 1.073, -1.461], [-0.882, -1.170, -0.428], [0.786, 1.382, 0.437], [0.639, -0.161, -1.709], [-0.562, 1.706, 0.578], [-1.157, -0.917, -0.068], [0.997, -1.090, 0.886], [0.643, -1.553, -0.325], [-0.775, -0.449, 1.465], [-1.143, 0.094, -0.969], [0.440, -0.073, -0.362], [0.092, -0.221, -0.036], [-0.468, 0.472, 0.285], [-0.024, -0.101, 0.168], [-0.214, 0.125, 0.191], [0.267, -0.421, 0.162], [0.116, 0.104, -0.112], [-0.006, 0.011, -0.186], [-0.007, -0.100, 0.086], [0.155, -0.081, 0.095], [-0.022, -0.194, -0.008], [-0.085, 0.134, -0.009]], "nbo_charge": [-0.645, -0.073, -0.549, 0.103, -0.408, -0.352, 0.278, 0.084, 0.916, -0.550, -0.510, -0.083, -0.435, -0.449, -0.220, -0.502, -0.438, 0.697, -0.741, -0.547, 0.236, 0.216, 0.223, 0.177, 0.178, 0.185, 0.176, 0.185, 0.197, 0.202, 0.249, 0.234, 0.208, 0.213, 0.227, 0.216, 0.180, 0.216, 0.253, 0.225, 0.240, 0.520, -0.653, -0.434, -0.407, -0.417, 0.140, 0.191, 0.188, 0.239, 0.212, 0.210, 0.202]}



3.
{"formula": "C15H29AlIInO3", "method": "ωB97M-V/def2-TZVPD", "orbital_gap_ha": 0.1199, "fmax_ev_per_a": 2.45, "total_charge": 2, "energy_ev": -42017.9181, "lumo_ha": -0.4377, "species": ["C", "C", "C", "C", "C", "C", "C", "C", "C", "C", "Al", "C", "C", "C", "O", "O", "C", "C", "O", "I", "H", "H", "H", "H", "H", "H", "H", "H", "H", "H", "H", "H", "H", "H", "H", "H", "H", "H", "H", "H", "H", "H", "H", "H", "H", "H", "H", "H", "H", "In"], "positions_angstrom": [[-2.138613, 4.055078, 1.597858], [-0.791036, 3.568426, 1.037100], [-0.447967, 2.124881, 1.426804], [-0.650843, 1.778825, 2.923068], [-1.646018, 0.638685, 3.221293], [-0.980663, -0.747167, 3.263654], [-0.199669, -0.990789, 1.971517], [0.447406, -2.359147, 1.826097], [1.205688, -2.552294, 0.486861], [1.569069, -1.261249, -0.236060], [0.364608, -0.646496, -1.802064], [1.025454, -1.530652, -3.510556], [1.564807, -0.316501, -4.330794], [3.035621, -0.285376, -4.017109], [3.467115, 0.083398, -2.925443], [3.884494, -0.674204, -4.930478], [-1.627044, -0.769264, -1.554882], [-1.956180, -2.222999, -1.523159], [-1.291297, -3.122283, -1.835417], [-3.954025, -2.483852, -0.771809], [-2.821083, 3.217074, 1.770773], [-2.010631, 4.578494, 2.546154], [-2.617503, 4.745123, 0.902273], [0.013541, 4.236269, 1.360922], [-0.820222, 3.644395, -0.056515], [-1.023340, 1.435203, 0.792957], [0.619851, 1.953436, 1.162926], [0.318939, 1.487630, 3.347177], [-0.944852, 2.676382, 3.470268], [-2.104473, 0.825863, 4.196128], [-2.457074, 0.621741, 2.482112], [-0.320466, -0.813161, 4.133177], [-1.758206, -1.514355, 3.341443], [0.561830, -0.204690, 1.915850], [-0.912811, -0.845605, 1.146020], [1.120899, -2.550214, 2.666368], [-0.331589, -3.127076, 1.876563], [0.608464, -3.153894, -0.221064], [2.110275, -3.142870, 0.669337], [1.634986, -0.380957, 0.482108], [2.572124, -1.449020, -0.701524], [0.835661, 0.996178, -1.791594], [0.241728, -2.119758, -3.981251], [1.841714, -2.201229, -3.221459], [1.381252, -0.392389, -5.402459], [1.134289, 0.632339, -3.962000], [3.669684, -1.539114, -5.326636], [-2.125946, -0.325373, -2.427181], [-1.998191, -0.214532, -0.690507], [2.700244, 0.637087, -0.796849]], "forces_ev_per_angstrom": [[0.108, -0.081, -0.014], [-0.074, 0.067, -0.096], [0.093, 0.077, 0.014], [0.198, -0.167, -0.027], [0.172, -0.005, 0.211], [-0.215, 0.116, -0.436], [-0.167, -0.232, 0.262], [-0.206, -0.009, -0.160], [0.176, 0.140, 0.725], [0.632, -0.705, -0.256], [-1.024, -1.612, -0.616], [0.128, 0.256, 0.672], [0.062, -0.461, 0.689], [-0.640, 0.010, -0.515], [0.160, 0.450, 0.967], [0.576, -0.515, 0.419], [-0.040, 1.298, -0.325], [-1.125, 1.123, 0.671], [1.302, -1.584, -0.575], [-0.115, 0.033, 0.047], [-0.006, 0.102, -0.074], [-0.058, -0.070, -0.041], [0.018, -0.026, 0.096], [-0.104, -0.038, 0.034], [0.089, -0.069, 0.077], [-0.055, 0.073, 0.121], [-0.057, -0.031, -0.059], [-0.110, 0.120, 0.082], [-0.030, -0.047, -0.139], [-0.053, -0.047, -0.138], [0.057, 0.115, 0.065], [-0.033, -0.107, -0.060], [0.131, 0.024, 0.232], [-0.074, -0.008, -0.081], [0.194, 0.117, -0.085], [0.015, 0.035, -0.097], [0.124, 0.020, 0.079], [0.048, 0.148, -0.027], [-0.132, -0.045, -0.139], [-0.745, -0.467, 0.607], [-0.083, -0.444, -0.157], [0.735, 0.443, 0.747], [0.053, 0.189, -0.164], [-0.173, -0.136, -0.169], [-0.063, 0.021, 0.061], [0.080, 0.031, -0.328], [-0.191, 0.479, -0.417], [-0.029, -0.142, 0.075], [0.019, -0.123, -0.025], [0.431, 1.684, -1.733]], "nbo_charge": [-0.619, -0.406, -0.358, -0.430, -0.393, -0.395, -0.384, -0.400, -0.432, -0.986, 1.509, -0.910, -0.533, 0.896, -0.708, -0.622, -1.034, 0.470, -0.473, 0.262, 0.203, 0.225, 0.232, 0.211, 0.195, 0.175, 0.151, 0.202, 0.239, 0.238, 0.195, 0.218, 0.220, 0.174, 0.184, 0.236, 0.240, 0.279, 0.262, 0.209, 0.229, -0.271, 0.281, 0.233, 0.282, 0.241, 0.536, 0.306, 0.292, 1.529]}